Entry 1:
C4H29NO13 | wB97M-V/def2-TZVPD

ORCA input file:
```
! RIJCOSX wB97M-V def2-TZVPD def2/J DEFGRID3
* xyz 0 1
C -0.75 -1.37 0.55
N -2.05 -1.65 0.70
C -2.65 -2.59 -0.25
C -2.80 -1.10 1.82
C -1.94 -0.77 3.03
O -2.05 0.25 3.66
O -0.15 -0.65 1.36
H -0.30 -1.72 -0.38
H -3.72 -2.53 -0.03
H -2.56 -2.28 -1.28
H -2.35 -3.62 -0.03
H -3.41 -1.91 2.24
H -3.40 -0.24 1.54
H -1.17 -1.48 3.36
H -3.71 0.32 -2.07
H -2.97 0.24 -3.37
O -3.08 -0.24 -2.54
H 3.97 1.60 1.91
H 3.33 1.54 0.50
O 4.17 1.48 0.98
H 3.06 -0.21 -2.14
H 4.03 -0.53 -0.83
O 3.59 -0.82 -1.63
H 2.75 -2.38 -0.27
H 1.88 -2.47 0.96
O 2.17 -2.98 0.20
H -2.20 2.23 2.00
H -1.60 1.19 1.10
O -2.22 1.92 1.09
H 0.75 2.99 0.74
H -0.63 2.99 0.22
O 0.11 3.60 0.34
H -0.46 3.13 -2.61
H 0.91 3.63 -2.21
O 0.45 3.11 -2.89
H 1.38 0.33 3.64
H 1.36 1.84 3.12
O 1.86 1.15 3.55
H 1.76 0.80 -0.37
H 1.13 0.48 0.93
O 1.45 1.26 0.44
H 0.66 1.37 -2.30
H 0.97 -0.11 -2.76
O 1.16 0.55 -2.08
H 1.81 -1.96 -3.03
H 0.49 -2.64 -3.43
O 0.96 -1.80 -3.47
*
```

Properties
Kohn-Sham gap: 10.31 eV
energy above the lowest of the compared OMol25 structures with the same formula, charge and spin: 76.8 kcal/mol
SMILES: CN(C=O)CC=O.O.O.O.O.O.O.O.O.O.O.O
E_HOMO: -10.372 eV

=====

Entry 2:
CFNO3S | wB97M-V/def2-TZVPD

ORCA input file:
```
! RIJCOSX wB97M-V def2-TZVPD def2/J DEFGRID3
* xyz 0 1
C 2.19 0.20 -0.31
N 3.07 0.45 -1.09
O -2.06 -1.26 1.01
O -1.03 -0.21 -1.09
O 1.64 -0.05 0.69
F -2.41 1.09 0.49
S -1.40 -0.22 0.31
*
```

Properties
Kohn-Sham gap (spin up / spin down): 8.59 / 7.77 eV
energy above the lowest of the compared OMol25 structures with the same formula, charge and spin: 65.5 kcal/mol
E_HOMO (spin up / spin down): -12.174 / -11.591 eV

=====

Entry 3:
C36H55CrN2O2SSb | wB97M-V/def2-TZVPD

ORCA input file:
```
! RIJCOSX wB97M-V def2-TZVPD def2/J DEFGRID3
* xyz 1 4
Cr -0.58 1.81 -0.47
C 1.11 2.31 -2.89
C 1.00 3.71 -2.35
N -0.08 3.76 -1.33
C 0.12 4.79 -0.29
C 1.23 4.41 0.72
S 1.44 2.62 1.03
C 2.81 2.22 -0.10
C 2.45 1.15 -1.11
N 1.13 1.33 -1.77
H 0.23 2.08 -3.49
H 1.99 2.20 -3.52
H 1.93 4.01 -1.87
H 0.82 4.42 -3.15
H -0.95 3.97 -1.81
H 0.37 5.75 -0.74
H -0.81 4.90 0.23
H 2.20 4.79 0.43
H 0.99 4.86 1.68
H 3.16 3.15 -0.54
H 3.63 1.85 0.51
H 3.25 1.08 -1.85
H 2.39 0.20 -0.58
H 0.88 0.43 -2.17
C -3.13 3.63 2.40
C -2.64 2.53 1.54
O -1.82 2.85 0.63
C -3.08 1.19 1.69
C -4.28 0.92 2.40
C -4.81 -0.34 2.42
C -4.13 -1.36 1.72
C -2.95 -1.13 1.07
C -2.36 0.14 1.07
O -1.15 0.29 0.59
H -2.52 4.52 2.25
H -3.11 3.34 3.45
H -4.16 3.88 2.14
H -4.81 1.73 2.90
H -5.73 -0.54 2.95
H -4.56 -2.36 1.69
H -2.44 -1.93 0.54
C -0.50 -4.00 0.10
C 0.22 -3.67 1.42
C -0.78 -3.13 2.45
C 0.88 -4.94 1.98
Sb 1.48 -1.97 0.92
C 2.37 -1.43 2.84
C 1.25 -0.65 3.54
C 2.81 -2.63 3.69
C 3.55 -0.49 2.61
C 3.05 -2.85 -0.36
C 3.30 -4.35 -0.16
C 4.38 -2.11 -0.18
C 2.52 -2.60 -1.79
H -1.28 -4.76 0.28
H 0.19 -4.41 -0.64
H -0.98 -3.12 -0.34
H -1.63 -3.83 2.54
H -1.20 -2.15 2.17
H -0.32 -3.04 3.43
H 0.11 -5.54 2.49
H 1.66 -4.73 2.72
H 1.31 -5.57 1.20
H 0.38 -1.28 3.77
H 0.90 0.19 2.94
H 1.63 -0.25 4.49
H 1.96 -3.26 3.97
H 3.27 -2.28 4.62
H 3.54 -3.26 3.17
H 3.33 0.28 1.86
H 4.46 -1.01 2.31
H 3.77 0.03 3.56
H 3.51 -4.60 0.88
H 4.17 -4.65 -0.76
H 2.45 -4.95 -0.50
H 4.86 -2.38 0.77
H 4.27 -1.02 -0.21
H 5.06 -2.40 -0.99
H 1.50 -2.97 -1.92
H 3.16 -3.13 -2.51
H 2.54 -1.54 -2.05
C -4.33 2.95 -4.59
C -3.88 3.57 -3.39
C -3.04 2.90 -2.55
C -2.56 1.59 -2.85
C -1.63 0.90 -2.00
C -1.34 -0.41 -2.28
C -1.89 -1.07 -3.41
C -2.71 -0.40 -4.27
C -3.07 0.95 -4.01
C -3.94 1.68 -4.88
H -4.99 3.49 -5.26
H -4.24 4.56 -3.13
H -2.78 3.35 -1.60
H -0.68 -0.97 -1.62
H -1.65 -2.12 -3.59
H -3.12 -0.89 -5.15
H -4.30 1.18 -5.78
*
```

Properties
Kohn-Sham gap (spin up / spin down): 7.14 / 6.88 eV
energy above the lowest of the compared OMol25 structures with the same formula, charge and spin: 23.7 kcal/mol
<S²>: 3.81
E_HOMO (spin up / spin down): -9.829 / -9.825 eV

=====

Entry 4:
C16H5F15NO6ReS6 | wB97M-V/def2-TZVPD

ORCA input file:
```
! RIJCOSX wB97M-V def2-TZVPD def2/J DEFGRID3
* xyz 0 1
Re 0.39 0.29 0.47
O 3.97 -3.13 5.11
C 3.35 -2.46 4.36
S 1.57 -2.31 4.35
C 1.46 -1.13 3.08
C 2.67 -0.72 2.48
S 2.68 0.38 1.22
S 4.17 -1.38 3.21
S -0.13 -0.51 2.63
F 2.70 4.32 -3.10
C 2.58 3.15 -2.46
F 2.75 2.17 -3.31
F 3.46 3.05 -1.45
S 0.83 2.80 -1.81
O 1.12 1.50 -1.16
O 0.07 2.73 -3.00
N 0.30 3.89 -0.86
S 0.56 3.96 0.72
O 0.35 2.66 1.38
O 1.71 4.68 1.18
C -0.93 5.06 1.10
F -1.30 5.85 0.09
F -0.63 5.80 2.17
F -2.00 4.35 1.42
F -2.86 2.64 -1.23
C -3.47 1.61 -0.66
F -3.85 1.98 0.56
F -4.55 1.37 -1.40
C -2.54 0.35 -0.61
O -1.34 0.82 -0.12
C -3.09 -0.71 0.35
F -2.84 -0.36 1.63
F -4.41 -0.83 0.22
F -2.49 -1.88 0.12
C -2.39 -0.23 -2.08
F -2.02 0.69 -2.95
F -1.49 -1.22 -2.11
F -3.65 -0.67 -2.41
C 0.50 -1.35 -0.03
C 0.69 -2.72 -0.29
C 0.71 -3.64 0.73
C 0.82 -4.98 0.41
C 0.91 -5.41 -0.88
C 0.83 -4.50 -1.91
C 0.75 -3.18 -1.63
H 0.65 -3.34 1.76
H 0.88 -5.72 1.25
H 1.01 -6.42 -1.08
H 0.79 -4.82 -2.96
H 0.71 -2.48 -2.48
*
```

Properties
Kohn-Sham gap (spin up / spin down): 5.63 / 5.63 eV
energy above the lowest of the compared OMol25 structures with the same formula, charge and spin: 0.0 kcal/mol
E_HOMO (spin up / spin down): -8.639 / -8.640 eV

=====

Which of these has the highest energy above the lowest of the compared OMol25 structures with the same formula, charge and spin?
C4H29NO13

=====

Number 1 is which compound?
C4H29NO13

=====

The lowest energy above the lowest of the compared OMol25 structures with the same formula, charge and spin belongs to which entry?
C16H5F15NO6ReS6